The following is a DFT calculation (wB97M-V/def2-TZVPD) of a molecular structure, C20H7Cl5CoF6N4O6S2.

Multiplicity = 4
Frontier orbital gap (spin up / spin down) = 7.40 / 7.38 eV
Relative energy (zero: lowest compared OMol25 entry of this formula, charge and spin) = 0.0000 eV
E_HOMO (spin up / spin down) = -0.3347 / -0.3343 Eh

Each line ends with the Löwdin spin population.
Atoms and positions in Å:
Co -1.23 0.06 0.65  2.734
Cl -2.90 0.37 2.99  0.028
C -2.15 -1.21 3.05  0.017
C -1.37 -1.55 1.96  0.038
C -0.76 -2.79 2.04  0.012
Cl 0.27 -3.32 0.73  0.004
C -0.93 -3.65 3.13  0.000
Cl -0.15 -5.19 3.17  0.000
C -1.73 -3.26 4.20  0.006
Cl -1.94 -4.29 5.56  0.002
C -2.35 -2.01 4.17  0.000
Cl -3.34 -1.49 5.48  0.001
F -1.25 3.62 -2.96  0.000
C -1.29 2.43 -2.38  0.000
F -0.16 2.24 -1.71  0.000
F -1.39 1.49 -3.32  0.000
S -2.75 2.34 -1.26  0.003
O -2.67 1.03 -0.62  0.028
O -3.86 2.57 -2.12  0.002
N -2.48 3.52 -0.27  0.000
S -1.83 3.30 1.15  0.004
O -0.87 2.19 1.19  0.021
O -2.75 3.42 2.24  0.001
C -0.75 4.78 1.21  0.001
F 0.14 4.75 0.22  0.000
F -0.10 4.78 2.37  0.000
F -1.48 5.89 1.11  0.001
O 4.69 -1.60 -3.87  0.000
N 3.57 -1.99 -3.68  0.000
O 3.02 -2.87 -4.32  0.000
C 2.81 -1.39 -2.55  0.001
C 3.56 -0.83 -1.59  0.000
C 2.95 -0.27 -0.42  0.001
C 3.68 0.30 0.63  -0.002
C 3.01 0.78 1.73  0.002
C 1.61 0.69 1.76  0.002
N 0.91 0.15 0.78  0.039
C 1.56 -0.31 -0.31  0.002
C 0.76 -0.88 -1.37  0.003
N -0.57 -0.83 -1.19  0.039
C -1.36 -1.35 -2.10  0.005
C -0.86 -1.94 -3.26  0.001
C 0.49 -1.99 -3.47  -0.001
C 1.36 -1.45 -2.50  0.001
H 4.63 -0.81 -1.70  0.000
H 4.76 0.35 0.57  0.000
H 3.53 1.23 2.56  0.000
H 1.04 1.05 2.60  0.000
H -2.43 -1.28 -1.92  0.001
H -1.54 -2.35 -3.99  0.000
H 0.89 -2.43 -4.36  0.000

The following is a DFT calculation (wB97M-V/def2-TZVPD) of a single C5H13N3 molecule in a non-equilibrium geometry.

SMILES string = C[C@H](N)C/C(N)=C/N
Multiplicity = 1
Frontier orbital gap = 8.03 eV
Relative energy (zero: lowest compared OMol25 entry of this formula, charge and spin) = 0.8742 eV
E_HOMO = -0.2578 Eh

Each line ends with the natural charge from an NBO analysis.
Atoms and positions in Å:
C -0.07 2.20 2.02  -0.618
C -0.52 1.19 0.97  -0.039
N -1.29 0.13 1.62  -0.828
C 0.75 0.73 0.21  -0.432
C 0.35 -0.31 -0.82  0.105
N -0.35 0.19 -1.90  -0.843
C 0.66 -1.60 -0.63  -0.121
N 0.66 -2.60 -1.67  -0.841
H -0.88 2.50 2.69  0.218
H 0.30 3.08 1.49  0.210
H 0.74 1.83 2.69  0.201
H -1.15 1.64 0.17  0.167
H -0.79 -0.16 2.46  0.343
H -1.24 -0.71 1.03  0.362
H 1.47 0.33 0.91  0.213
H 1.21 1.55 -0.35  0.210
H -0.62 -0.34 -2.70  0.388
H -0.66 1.13 -1.82  0.385
H 0.98 -2.07 0.30  0.194
H -0.02 -2.48 -2.39  0.354
H 0.71 -3.55 -1.36  0.373

The following is a DFT calculation (wB97M-V/def2-TZVPD) of 9 unconnected molecules or ions with the total composition H18O9 in a non-equilibrium geometry.

SMILES string = O.O.O.O.O.O.O.O.O
Multiplicity = 1
Frontier orbital gap = 10.40 eV
Relative energy (zero: lowest compared OMol25 entry of this formula, charge and spin) = 3.8807 eV
E_HOMO = -0.3909 Eh

Each line ends with the natural charge from an NBO analysis.
Atoms and positions in Å:
O -0.11 0.31 -0.25  -0.925
H -0.54 0.16 -1.10  0.463
H -0.83 0.25 0.39  0.462
O -3.77 -2.48 -0.28  -0.922
H -3.42 -3.27 -0.71  0.463
H -4.13 -1.95 -1.00  0.466
O -1.97 -0.33 -4.40  -0.933
H -1.48 0.49 -4.27  0.469
H -1.46 -0.98 -3.91  0.464
O 2.54 -1.30 -1.95  -0.940
H 2.55 -2.22 -1.65  0.485
H 2.94 -1.34 -2.83  0.459
O -0.07 2.37 4.18  -0.935
H 0.54 3.06 4.45  0.466
H -0.46 2.71 3.37  0.469
O -0.31 -1.02 4.69  -0.931
H 0.13 -0.91 3.84  0.466
H -0.11 -1.93 4.94  0.464
O 3.52 1.05 -3.53  -0.938
H 3.16 0.30 -3.04  0.465
H 3.02 1.81 -3.19  0.469
O -1.69 -2.59 0.80  -0.926
H -1.44 -1.71 1.13  0.458
H -1.82 -2.45 -0.15  0.461
O 1.71 4.00 1.02  -0.938
H 1.97 4.03 0.09  0.468
H 2.54 3.82 1.48  0.470

The following is a DFT calculation (wB97M-V/def2-TZVPD) of a gas-phase ion, C2H2NO (charge -1) in a non-equilibrium geometry.

SMILES string = [O-]N1C=C1
Multiplicity = 1
Frontier orbital gap = 6.71 eV
Charge = -1
Relative energy (zero: lowest compared OMol25 entry of this formula, charge and spin) = 3.6996 eV
E_HOMO = -0.0671 Eh

Each line ends with the natural charge from an NBO analysis.
Atoms and positions in Å:
O -1.02 -0.79 1.21  -0.803
N 0.12 -0.12 0.99  -0.168
C 0.00 0.85 -0.30  -0.240
C 0.49 -0.32 -0.44  -0.161
H -0.56 1.68 -0.71  0.181
H 0.96 -1.31 -0.75  0.192

The following is a DFT calculation (wB97M-V/def2-TZVPD) of a single C7H14 molecule.

SMILES string = CC[C@@]1(C)C[C@H]1C
Multiplicity = 1
Frontier orbital gap = 10.73 eV
Relative energy (zero: lowest compared OMol25 entry of this formula, charge and spin) = 1.1037 eV
E_HOMO = -0.3528 Eh

Each line ends with the natural charge from an NBO analysis.
Atoms and positions in Å:
C -1.60 -0.49 1.37  -0.608
C -1.24 0.45 0.20  -0.401
C -0.05 0.08 -0.71  -0.050
C -0.41 -0.71 -1.96  -0.598
C 1.06 1.07 -0.95  -0.414
C 1.32 -0.13 -0.09  -0.226
C 1.56 0.07 1.39  -0.617
H -2.64 -0.32 1.67  0.210
H -1.49 -1.55 1.11  0.207
H -1.02 -0.34 2.29  0.200
H -2.12 0.49 -0.45  0.210
H -1.11 1.48 0.58  0.206
H -0.78 -0.04 -2.75  0.206
H -1.19 -1.46 -1.78  0.207
H 0.46 -1.23 -2.37  0.208
H 1.49 1.11 -1.95  0.211
H 1.02 2.04 -0.45  0.207
H 1.92 -0.93 -0.55  0.210
H 2.09 -0.76 1.86  0.215
H 0.61 0.16 1.92  0.210
H 2.11 0.99 1.61  0.206

The following is a DFT calculation (wB97M-V/def2-TZVPD) of 6 unconnected molecules or ions with the total composition C31H64BF9O17S5 in a non-equilibrium geometry.

SMILES string = CCCCCCCB(CCCCOC=O)C(F)(F)C(F)(F)C(F)(F)C(F)(F)F.CCOS(C)(=O)=O.CCOS(C)(=O)=O.CCOS(C)(=O)=O.CCOS(C)(=O)=O.CCOS(C)(=O)=O
Multiplicity = 1
Frontier orbital gap = 10.60 eV
E_HOMO = -0.3814 Eh

Each line ends with the Mulliken charge.
Atoms and positions in Å:
C 1.41 -1.48 0.66  -1.295
C 1.45 -3.02 0.56  -0.340
C 2.50 -3.60 1.50  -0.417
C 2.29 -5.07 1.82  -0.811
C 3.26 -5.54 2.91  0.512
C 3.41 -7.04 2.92  -0.329
C 4.09 -7.62 4.17  -1.039
B 5.29 -6.73 4.63  -0.376
C 6.58 -6.71 3.76  -0.865
C 7.16 -5.32 3.45  0.345
C 8.44 -5.46 2.61  -0.910
C 8.88 -4.16 1.96  -0.712
O 9.94 -3.54 2.72  -0.404
C 9.47 -2.67 3.63  0.156
O 9.89 -2.61 4.76  -0.480
C 5.12 -5.82 5.96  0.810
F 4.03 -6.18 6.71  -0.366
F 4.86 -4.55 5.52  -0.346
C 6.35 -5.73 6.92  0.783
F 6.98 -4.55 6.71  -0.315
F 7.24 -6.72 6.69  -0.335
C 6.00 -5.76 8.43  0.507
F 5.06 -4.83 8.73  -0.290
F 7.14 -5.41 9.09  -0.304
C 5.59 -7.18 8.96  0.675
F 5.20 -7.99 7.96  -0.214
F 6.65 -7.76 9.56  -0.261
F 4.60 -7.07 9.86  -0.260
H 0.63 -1.15 1.33  0.286
H 2.36 -1.13 1.03  0.357
H 1.25 -1.02 -0.30  0.415
H 1.64 -3.27 -0.48  0.203
H 0.48 -3.42 0.83  0.420
H 3.50 -3.44 1.10  0.144
H 2.43 -3.04 2.43  0.275
H 2.47 -5.66 0.92  0.190
H 1.27 -5.20 2.16  0.438
H 2.86 -5.19 3.86  0.262
H 4.21 -5.04 2.70  -0.457
H 2.45 -7.53 2.76  0.601
H 4.03 -7.31 2.07  0.012
H 4.54 -8.57 3.88  0.423
H 3.39 -7.86 4.97  0.393
H 6.38 -7.20 2.81  0.189
H 7.35 -7.30 4.26  0.423
H 6.43 -4.75 2.89  0.008
H 7.43 -4.81 4.37  0.201
H 8.22 -6.20 1.86  0.440
H 9.22 -5.87 3.24  0.524
H 9.24 -4.36 0.96  0.344
H 8.02 -3.50 1.88  0.436
H 8.74 -1.93 3.27  0.401
C -1.51 4.08 0.66  -0.941
C -0.15 3.57 1.11  -0.358
O -0.02 3.51 2.55  -0.272
S -0.73 2.31 3.31  1.145
C 0.09 2.51 4.85  -0.968
O -0.32 1.08 2.70  -0.555
O -2.12 2.60 3.47  -0.608
H -2.30 3.37 0.91  0.339
H -1.52 4.23 -0.42  0.411
H -1.74 5.02 1.15  0.209
H 0.07 2.58 0.69  0.276
H 0.63 4.24 0.78  0.290
H 1.15 2.32 4.72  0.313
H -0.34 1.79 5.54  0.374
H -0.09 3.52 5.21  0.325
C -5.90 7.28 -3.29  -0.532
C -4.63 8.00 -2.91  -0.585
O -4.56 8.30 -1.50  -0.263
S -4.20 7.11 -0.51  1.239
C -3.88 8.10 0.91  -1.008
O -2.99 6.50 -0.95  -0.625
O -5.37 6.32 -0.27  -0.622
H -5.93 6.28 -2.86  0.280
H -5.98 7.19 -4.37  0.157
H -6.77 7.82 -2.92  0.286
H -3.74 7.43 -3.21  0.340
H -4.57 8.97 -3.41  0.282
H -3.01 8.72 0.71  0.317
H -3.67 7.41 1.73  0.383
H -4.75 8.70 1.12  0.361
C 5.71 -3.54 -2.09  -0.884
C 5.10 -4.82 -2.61  -0.326
O 5.91 -5.98 -2.31  -0.324
S 5.85 -6.55 -0.83  1.301
C 6.62 -8.10 -1.14  -1.117
O 4.49 -6.75 -0.46  -0.703
O 6.71 -5.76 0.01  -0.501
H 5.71 -3.51 -1.00  0.147
H 5.15 -2.68 -2.45  0.405
H 6.75 -3.44 -2.42  0.284
H 4.09 -4.97 -2.23  0.296
H 5.04 -4.80 -3.70  0.296
H 5.99 -8.68 -1.81  0.377
H 6.73 -8.60 -0.18  0.359
H 7.60 -7.92 -1.59  0.357
C -12.71 6.09 -4.72  -1.010
C -11.66 6.55 -3.73  -0.307
O -10.94 5.44 -3.14  -0.340
S -9.81 4.76 -4.01  1.263
C -9.04 3.84 -2.72  -1.073
O -8.91 5.77 -4.48  -0.490
O -10.41 3.85 -4.94  -0.647
H -12.25 5.65 -5.61  0.291
H -13.31 6.94 -5.04  0.390
H -13.36 5.34 -4.28  0.274
H -10.96 7.25 -4.18  0.293
H -12.14 7.06 -2.89  0.302
H -8.62 4.54 -2.00  0.309
H -8.26 3.24 -3.17  0.378
H -9.79 3.21 -2.25  0.367
C -7.82 5.46 -7.60  -0.819
C -6.70 6.34 -8.11  -0.403
O -7.11 7.17 -9.23  -0.260
S -7.97 8.46 -8.91  1.239
C -7.80 9.24 -10.48  -0.959
O -7.30 9.23 -7.91  -0.650
O -9.34 8.08 -8.72  -0.596
H -8.61 6.05 -7.14  0.194
H -7.44 4.77 -6.85  0.358
H -8.27 4.89 -8.42  0.333
H -6.29 6.97 -7.32  0.269
H -5.88 5.73 -8.50  0.285
H -6.76 9.49 -10.63  0.314
H -8.41 10.14 -10.46  0.372
H -8.16 8.56 -11.24  0.315